# 1
C25H68BF4NO16 | ωB97M-V with the def2-TZVPD basis set

Cartesian coordinates (Å):
C -7.9226 0.9055 -4.1688
C -6.7267 1.2573 -3.1393
C -7.1305 1.2599 -1.6339
C -6.0585 1.6008 -0.6751
N -6.4814 1.7015 0.8136
C -5.1731 1.9890 1.6260
C -5.4716 1.6788 3.1108
C -6.5790 0.6391 3.0941
C -6.9429 0.3961 1.5734
C -7.4305 2.8580 0.9826
H -8.6121 1.7311 -3.9925
H -8.3217 -0.0685 -3.8856
H -7.6573 0.6889 -5.2036
H -6.3937 2.2345 -3.4891
H -5.8398 0.6325 -3.2449
H -7.4542 0.2224 -1.5517
H -7.9668 1.9400 -1.4720
H -5.5379 2.5532 -0.7758
H -5.3000 0.8252 -0.7810
H -4.8077 2.9688 1.3185
H -4.3888 1.3136 1.2843
H -5.6446 2.5393 3.7571
H -4.5199 1.2379 3.4074
H -7.3951 1.0755 3.6699
H -6.4348 -0.3627 3.4987
H -8.0185 0.2338 1.5029
H -6.3842 -0.4105 1.0987
H -8.3962 2.5813 0.5597
H -6.8499 3.6269 0.4728
H -7.5495 3.0328 2.0519
B 0.7873 -0.1521 0.0165
F 0.8982 -0.4760 1.3404
F 1.9122 0.4106 -0.5483
F 0.2432 -1.1645 -0.7082
F -0.2058 0.7484 -0.1088
C 4.2526 -0.6315 6.7860
C 5.0507 -0.0672 7.9571
O 4.3390 0.6957 8.8995
O 3.8970 0.4675 5.8567
H 3.3933 -1.2274 7.0937
H 4.9292 -1.3489 6.3217
H 5.8729 0.5849 7.6625
H 5.5324 -0.9276 8.4215
H 4.9862 1.0645 9.5051
H 3.3600 0.1341 5.1342
C 7.4284 -1.8893 -1.5781
C 9.0374 -2.0096 -1.7804
O 9.6701 -0.9013 -1.0735
O 7.0710 -0.6391 -2.2117
H 7.1401 -1.8451 -0.5278
H 6.8270 -2.6502 -2.0755
H 9.2483 -2.0532 -2.8489
H 9.4253 -2.9981 -1.5345
H 9.2951 -0.0533 -1.3223
H 6.1319 -0.5863 -2.0198
C -0.3861 7.3899 -0.7332
C 0.7304 6.5149 -0.0615
O 1.2019 5.4277 -0.8648
O -1.5186 6.5606 -0.9819
H 0.1827 7.7985 -1.5685
H -0.7551 8.1578 -0.0533
H 0.3626 6.1239 0.8872
H 1.6621 7.0571 0.0998
H 0.8143 4.5657 -0.6964
H -2.2892 7.0978 -1.1796
C 3.0108 -7.5845 -0.1194
C 4.5302 -7.4736 -0.4756
O 4.5706 -6.8507 -1.8027
O 2.3846 -6.4394 0.3069
H 2.8824 -8.4152 0.5745
H 2.4590 -8.0380 -0.9428
H 5.0002 -8.4568 -0.4952
H 5.0818 -7.0989 0.3866
H 3.9931 -7.2386 -2.4642
H 2.9313 -5.7403 -0.0590
C -2.2050 -4.5858 -4.4602
C -2.7491 -5.3271 -5.7105
O -1.8458 -5.9789 -6.6413
O -1.5264 -3.3102 -4.7424
H -1.5928 -5.3029 -3.9133
H -3.0917 -4.3060 -3.8913
H -3.3692 -4.6453 -6.2925
H -3.3621 -6.1945 -5.4654
H -1.0872 -5.3944 -6.7087
H -1.3597 -2.9716 -3.8597
C 7.3510 3.2853 1.8894
C 5.9888 3.8052 2.2471
O 5.8541 4.1721 3.5575
O 8.2924 4.3577 2.1392
H 7.3532 3.0617 0.8226
H 7.6793 2.5227 2.5956
H 5.2410 3.0737 1.9410
H 5.6689 4.5210 1.4899
H 5.4258 3.3884 3.9096
H 9.1447 4.1457 1.7515
C -1.6443 -3.2328 5.1434
C -0.5968 -4.2726 5.2434
O -0.8531 -5.4229 4.5403
O -1.9205 -2.9847 3.7832
H -1.3151 -2.3058 5.6128
H -2.5715 -3.6568 5.5290
H -0.4555 -4.5019 6.2996
H 0.3841 -3.8580 5.0113
H -0.5129 -5.2670 3.6562
H -1.1443 -2.6271 3.3459
C -0.3501 2.3497 -7.2058
C -0.4679 3.1099 -5.8851
O -0.5936 4.5156 -6.0999
O 0.7332 2.9603 -7.8613
H -1.1850 2.5276 -7.8837
H -0.2844 1.2679 -7.0897
H 0.2230 2.8778 -5.0747
H -1.3409 2.7589 -5.3348
H -0.6241 4.9306 -5.2347
H 0.7275 3.7891 -7.3769

Gap between HOMO and LUMO = 8.61 eV
HOMO = -9.5 eV

# 2
C25H68N6O7SSi2 | ωB97M-V with the def2-TZVPD basis set

Cartesian coordinates (Å):
C 3.3752 -5.3607 -3.0479
O 3.9070 -4.3352 -3.8574
C 4.1149 -3.1209 -3.1797
C 2.8703 -2.4702 -2.6027
C 2.0697 -1.6919 -3.6878
Si 0.6121 -2.6958 -4.2905
O -0.8150 -2.0669 -3.6216
Si -2.0375 -3.1734 -3.4864
N -3.4200 -2.4789 -2.6134
C -3.4728 -2.7375 -1.4272
S -3.5050 -3.0040 0.1120
H 3.4000 -5.1165 -1.9925
H 2.3392 -5.5248 -3.3213
H 3.9014 -6.2935 -3.2026
H 4.5129 -2.4320 -3.9106
H 4.8844 -3.2196 -2.4154
H 3.1989 -1.7388 -1.8748
H 2.2139 -3.1480 -2.0710
H 1.6603 -0.8105 -3.2060
H 2.7032 -1.3714 -4.5027
H 0.7021 -4.1035 -3.8491
H 0.4768 -2.6526 -5.7633
H -1.5344 -4.3332 -2.7341
H -2.5560 -3.5850 -4.7996
C 2.3916 2.4894 2.1613
C 1.2678 1.9530 1.2817
C 1.6343 0.6645 0.5319
O 2.4758 0.8530 -0.5901
C 3.8557 0.9751 -0.2849
N 0.8299 3.0114 0.3665
H 3.1719 2.9878 1.5868
H 2.0003 3.2229 2.8675
H 2.8547 1.6862 2.7389
H 0.4280 1.7097 1.9395
H 0.7118 0.2353 0.1310
H 2.0627 -0.0851 1.2104
H 4.1437 0.3523 0.5666
H 4.1155 2.0178 -0.0909
H 4.4174 0.6501 -1.1613
H 0.0135 2.6904 -0.1473
H 1.5437 3.1132 -0.3494
C -3.8015 2.8613 4.6064
C -2.5642 2.6351 3.7435
C -1.2436 2.6944 4.5238
O -0.8154 4.0002 4.8555
C -1.4153 4.5576 6.0096
N -2.5817 3.5864 2.6280
H -3.9394 3.9122 4.8579
H -4.6947 2.5405 4.0714
H -3.7447 2.2910 5.5359
H -2.6400 1.6261 3.3265
H -0.4614 2.2876 3.8781
H -1.2747 2.0601 5.4200
H -1.6131 3.7965 6.7698
H -2.3413 5.0811 5.7611
H -0.7201 5.2886 6.4217
H -1.8175 3.3723 1.9920
H -2.3381 4.4999 3.0002
C -6.4285 -6.6378 3.7649
C -5.6627 -6.1118 2.5548
C -4.7714 -7.1647 1.8798
O -3.5670 -7.4498 2.5648
C -3.6843 -8.3680 3.6348
N -4.9031 -4.9239 2.9522
H -5.7914 -6.7339 4.6435
H -7.2328 -5.9511 4.0267
H -6.8744 -7.6126 3.5567
H -6.4029 -5.8018 1.8115
H -4.4630 -6.7695 0.9084
H -5.3278 -8.0912 1.6842
H -4.4351 -9.1358 3.4277
H -3.9260 -7.8579 4.5704
H -2.7165 -8.8528 3.7605
H -4.4813 -4.5151 2.1233
H -4.1098 -5.2403 3.5029
C -4.0168 0.3212 -5.6704
C -2.8405 -0.3086 -6.4098
C -1.8558 0.7150 -6.9926
O -2.2976 1.3583 -8.1716
C -3.1726 2.4524 -7.9706
N -3.3558 -1.2205 -7.4357
H -4.7635 0.7237 -6.3542
H -4.5164 -0.4265 -5.0544
H -3.6835 1.1269 -5.0133
H -2.2835 -0.9037 -5.6815
H -0.9469 0.1795 -7.2807
H -1.5608 1.4569 -6.2388
H -2.9250 3.0056 -7.0603
H -4.2142 2.1251 -7.9322
H -3.0650 3.1211 -8.8242
H -2.5776 -1.7209 -7.8561
H -3.7199 -0.6524 -8.1955
C 6.8039 7.0041 3.9758
C 6.2501 6.7705 2.5737
C 5.2547 5.6044 2.4877
O 5.8480 4.3172 2.5075
C 6.1767 3.8389 3.7992
N 7.3706 6.6091 1.6425
H 7.5640 6.2713 4.2442
H 7.2717 7.9862 4.0349
H 6.0105 6.9650 4.7249
H 5.7035 7.6732 2.2860
H 4.7424 5.6720 1.5243
H 4.4789 5.6837 3.2601
H 5.4549 4.1671 4.5521
H 7.1826 4.1496 4.0906
H 6.1670 2.7494 3.7640
H 7.0111 6.5625 0.6934
H 7.7696 5.6879 1.7998

Gap between HOMO and LUMO = 9.51 eV
HOMO = -9.2 eV

# 3
C25H68O25S8 | ωB97M-V with the def2-TZVPD basis set

Cartesian coordinates (Å):
C -22.7894 11.1056 -28.3244
C -23.1767 11.5315 -26.9367
O -23.2160 10.3774 -26.0641
S -22.4879 10.4839 -24.6822
C -23.0654 12.0212 -23.9777
O -22.9959 9.4310 -23.8787
O -21.0837 10.5927 -24.9117
H -21.8358 10.5952 -28.4757
H -22.8255 11.9342 -29.0303
H -23.4768 10.3077 -28.6343
H -22.4972 12.2945 -26.5492
H -24.1808 11.9599 -26.9570
H -22.2238 12.4711 -23.4595
H -23.7837 11.7241 -23.2171
H -23.5117 12.6649 -24.7236
C -21.4763 18.0828 -25.3743
C -21.9522 19.3752 -24.7840
O -20.7855 20.2415 -24.6956
S -20.6704 21.2671 -23.5323
C -22.1615 22.2116 -23.6916
O -20.6785 20.5440 -22.3026
O -19.6002 22.1316 -23.8788
H -21.0207 18.2724 -26.3458
H -22.2559 17.3290 -25.4417
H -20.6592 17.7250 -24.7447
H -22.6744 19.9130 -25.4013
H -22.3616 19.2481 -23.7786
H -22.1413 22.9440 -22.8876
H -23.0121 21.5597 -23.5032
H -22.1366 22.6602 -24.6785
C -18.6956 8.8419 -31.4215
C -17.3132 8.9238 -30.7959
O -17.0945 10.2690 -30.3459
S -15.6153 10.7694 -30.0790
C -15.0557 9.7315 -28.7647
O -14.8313 10.4687 -31.2223
O -15.7471 12.0957 -29.5853
H -18.8497 9.7440 -32.0108
H -19.4427 8.8842 -30.6237
H -18.7638 7.8999 -31.9591
H -17.1568 8.1839 -30.0111
H -16.5827 8.7154 -31.5828
H -14.0004 9.9379 -28.6046
H -15.2719 8.6926 -28.9894
H -15.5868 10.0424 -27.8648
C -18.5275 15.8254 -30.4644
C -19.5521 16.5959 -29.6722
O -20.8294 16.3629 -30.3341
S -22.1613 16.7048 -29.5405
C -22.7136 15.0627 -29.1395
O -21.8004 17.3571 -28.3169
O -23.0689 17.3292 -30.4209
H -18.4447 16.2347 -31.4714
H -18.7067 14.7531 -30.4697
H -17.5365 16.0182 -30.0400
H -19.5725 16.3347 -28.6155
H -19.3689 17.6686 -29.7281
H -22.0630 14.7691 -28.3196
H -22.6126 14.4821 -30.0544
H -23.7669 15.1567 -28.8855
C -12.4590 11.7464 -21.3526
C -13.2980 13.0003 -21.4591
O -13.7439 13.1838 -22.8131
S -15.2859 13.4815 -23.0481
C -15.4148 15.0729 -22.2803
O -15.4889 13.6876 -24.4367
O -16.0817 12.5597 -22.3126
H -11.8875 11.7997 -20.4221
H -11.7071 11.7042 -22.1393
H -13.0874 10.8609 -21.3187
H -14.1377 12.9092 -20.7638
H -12.7817 13.8957 -21.1054
H -16.4189 15.4002 -22.5557
H -14.6556 15.7300 -22.6938
H -15.3366 15.0181 -21.1984
C -19.9613 10.4650 -34.9089
C -20.6256 11.6522 -34.2554
O -20.1167 11.7844 -32.9157
S -21.1757 12.0047 -31.7694
C -21.9454 10.3971 -31.7661
O -20.4679 12.1066 -30.5408
O -22.1406 12.9480 -32.2085
H -18.8829 10.5111 -34.7624
H -20.1915 10.4004 -35.9719
H -20.3190 9.5252 -34.4785
H -20.3924 12.5619 -34.8138
H -21.7117 11.5866 -34.3270
H -22.6334 10.4338 -30.9181
H -21.3096 9.5253 -31.7461
H -22.6489 10.4533 -32.5990
C -15.2463 15.5634 -26.8530
C -14.7818 14.3725 -27.6701
O -13.3937 14.4757 -28.0296
S -12.3739 13.4168 -27.4740
C -12.0787 13.9891 -25.8202
O -12.9685 12.1162 -27.4297
O -11.1856 13.5932 -28.2260
H -16.3104 15.5312 -26.6284
H -15.1903 16.4701 -27.4704
H -14.6147 15.6809 -25.9769
H -14.9657 13.4849 -27.0629
H -15.3650 14.2761 -28.5813
H -12.2084 15.0644 -25.7967
H -11.0403 13.7289 -25.6114
H -12.6632 13.3843 -25.1322
C -18.9806 11.9120 -27.8273
C -18.7852 13.4066 -27.7715
O -18.3309 13.8583 -26.4869
S -19.3669 14.1484 -25.3268
C -18.9781 12.7995 -24.2677
O -18.9773 15.3506 -24.6753
O -20.7012 14.0302 -25.8476
H -18.0258 11.5290 -27.4446
H -18.9864 11.5448 -28.8484
H -19.8113 11.6072 -27.1927
H -17.9835 13.6470 -28.4749
H -19.6332 13.9959 -28.1199
H -19.6323 12.9089 -23.4010
H -17.9449 12.9444 -23.9826
H -19.2409 11.8736 -24.7673
C -17.6233 8.9794 -22.6367
O -16.9260 7.9642 -23.3705
H -17.8922 9.7504 -23.3610
H -18.5397 8.5444 -22.2457
H -17.0174 9.3452 -21.8077
H -16.1812 8.3884 -23.8044

SMILES = CCOS(C)(=O)=O.CCOS(C)(=O)=O.CCOS(C)(=O)=O.CCOS(C)(=O)=O.CCOS(C)(=O)=O.CCOS(C)(=O)=O.CCOS(C)(=O)=O.CCOS(C)(=O)=O.CO
Gap between HOMO and LUMO = 10.41 eV
HOMO = -10.3 eV

| no. | strongest force on any atom (eV Å⁻¹) | lowest unoccupied orbital energy (eV) |
| --- | --- | --- |
| 1 | 4.480 | -0.894 |
| 2 | 1.241 | 0.345 |
| 3 | 2.343 | 0.133 |